#i
Molecular formula: C5H13NO2
Method: DFT, the ωB97M-V functional and the def2-TZVPD basis

Orbital gap = 4.78 eV
Charge = 0
Highest occupied orbital energy = -8.260 eV

Element x y z (Å)
1 C -2.756 -0.417 0.263
2 N -0.212 -0.451 -1.904
3 C -0.764 0.496 -0.967
4 C -1.778 0.626 0.166
5 C -0.364 0.299 0.571
6 C 0.119 1.399 1.481
7 H -3.366 -0.581 -0.606
8 H -2.237 -1.377 0.351
9 H -3.511 -0.363 1.015
10 H 0.815 -0.577 -1.868
11 H -0.720 -1.381 -1.928
12 H -0.434 1.488 -1.353
13 H 0.129 -0.676 0.532
14 H 0.216 2.308 0.835
15 H -0.683 1.426 2.217
16 H 1.056 1.283 1.927
17 H 3.657 0.545 0.833
18 O 2.941 -0.052 0.810
19 H 2.928 -1.918 -1.274
20 H 2.810 -0.681 -0.062
21 O 2.156 -1.397 -1.039

---

#ii
Molecular formula: C5H13NO2
Method: DFT, the ωB97M-V functional and the def2-TZVPD basis

Orbital gap = 7.07 eV
Charge = 0
Highest occupied orbital energy = -8.412 eV

Element x y z (Å)
1 N 0.701 -1.375 -0.762
2 C 0.035 -0.269 -0.349
3 C 0.889 0.787 0.198
4 C -3.689 0.371 0.084
5 C -2.255 0.800 -0.061
6 C -1.353 -0.218 -0.253
7 H 1.462 -1.626 -0.093
8 H 0.042 -2.109 -1.009
9 H 1.651 0.347 0.857
10 H 0.294 1.554 0.709
11 H -3.792 -0.526 -0.534
12 H -3.938 -0.051 1.092
13 H -4.386 1.158 -0.226
14 H -1.976 1.844 -0.017
15 H -1.897 -1.160 -0.428
16 H 3.394 0.135 0.237
17 H 4.412 1.173 -0.365
18 O 3.488 1.108 -0.099
19 H 2.707 -2.066 1.056
20 H 1.348 1.398 -0.579
21 O 2.862 -1.273 0.541

---

#iii
Molecular formula: C5H13NO2
Method: DFT, the ωB97M-V functional and the def2-TZVPD basis

Orbital gap = 10.27 eV
Charge = 0
Highest occupied orbital energy = -9.313 eV
Structure (SMILES) = C1COCO1.CCN

Element x y z (Å)
1 O 1.727 -1.277 1.686
2 O 2.176 -0.404 -0.392
3 C 1.743 -1.563 0.298
4 C 1.862 0.138 1.806
5 C 2.705 0.478 0.597
6 H 0.740 -1.840 -0.079
7 H 2.417 -2.424 0.127
8 H 2.328 0.366 2.784
9 H 0.876 0.641 1.778
10 H 3.780 0.286 0.775
11 H 2.604 1.518 0.231
12 N -1.378 1.538 -0.694
13 C -2.844 -0.379 -1.452
14 C -2.375 0.534 -0.318
15 H -1.751 2.136 -1.441
16 H -0.550 1.077 -1.085
17 H -3.301 0.220 -2.258
18 H -3.591 -1.103 -1.086
19 H -1.989 -0.936 -1.869
20 H -3.245 1.073 0.103
21 H -1.936 -0.081 0.491

---

#iv
Molecular formula: C5H13NO2
Method: DFT, the ωB97M-V functional and the def2-TZVPD basis

Orbital gap = 4.76 eV
Charge = 0
Highest occupied orbital energy = -7.535 eV

Element x y z (Å)
1 C -0.934 -0.383 -1.525
2 N 0.650 -1.309 0.793
3 C 1.047 -0.156 -0.038
4 C -0.108 0.597 -0.693
5 C 3.501 -0.274 0.500
6 C 2.342 0.274 -0.119
7 H -0.384 -0.758 -2.404
8 H -1.134 -1.198 -0.859
9 H -1.841 0.080 -1.868
10 H -0.183 -1.089 1.310
11 H 1.341 -1.443 1.444
12 H 0.294 1.371 -1.308
13 H 3.472 -1.173 1.073
14 H 4.449 0.195 0.369
15 H 2.568 1.155 -0.733
16 H -0.733 1.091 0.047
17 H -3.785 1.937 0.284
18 O -2.994 1.530 -0.051
19 H -2.639 -0.724 1.996
20 H -2.766 0.741 0.547
21 O -2.160 -0.466 1.234

---

What should be chosen as the least stable of them? Choose #i.